1.
Density functional theory data (wB97M-V/def2-TZVPD) for a structure of composition C29H31N3NdOPS.

Calculated values
Calculated total energy, eV: -72480.3366
Highest occupied orbital energy (alpha / beta), eV: -12.920 / -12.917
Gap between HOMO and LUMO (alpha / beta), Eh: 0.28190 / 0.28371
Spin multiplicity: 4
M, g mol⁻¹: 644.87
Charge: +2

Element x y z (Å)
Nd (-1.205, 0.842, -0.096)
C (1.103, 0.600, 3.868)
C (1.779, -0.272, 3.019)
C (1.917, 0.038, 1.676)
C (1.408, 1.237, 1.158)
C (0.725, 2.102, 2.017)
C (0.579, 1.779, 3.366)
P (1.651, 1.532, -0.659)
C (3.445, 1.689, -0.837)
C (4.045, 1.264, -2.020)
C (5.412, 1.422, -2.203)
C (6.181, 1.994, -1.200)
C (5.587, 2.412, -0.014)
C (4.222, 2.264, 0.170)
C (0.866, 3.163, -0.868)
C (1.581, 4.328, -1.116)
C (0.890, 5.531, -1.223)
C (-0.489, 5.551, -1.073)
C (-1.188, 4.372, -0.833)
C (-0.541, 3.137, -0.736)
H (0.995, 0.363, 4.918)
H (2.210, -1.185, 3.412)
H (2.484, -0.622, 1.024)
H (0.364, 3.057, 1.657)
H (0.063, 2.465, 4.026)
H (3.441, 0.824, -2.806)
H (5.874, 1.101, -3.127)
H (7.247, 2.114, -1.340)
H (6.189, 2.859, 0.766)
H (3.762, 2.598, 1.094)
H (2.658, 4.306, -1.229)
H (1.431, 6.446, -1.423)
H (-1.026, 6.490, -1.147)
H (-2.267, 4.432, -0.731)
O (-3.308, 0.102, -0.181)
N (-4.108, -0.403, 0.771)
C (-5.409, -0.607, 0.452)
C (-6.273, -1.124, 1.372)
C (-5.790, -1.429, 2.648)
C (-4.467, -1.206, 2.948)
C (-3.587, -0.678, 1.993)
S (-1.922, -0.357, 2.326)
H (-5.681, -0.314, -0.550)
H (-7.309, -1.271, 1.102)
H (-6.455, -1.830, 3.401)
H (-4.066, -1.415, 3.929)
C (0.229, -4.108, -0.271)
C (-0.150, -2.659, 0.108)
N (-0.817, -1.981, -1.023)
C (0.033, -2.115, -2.223)
C (0.120, -3.589, -2.673)
N (-0.460, -4.427, -1.568)
C (-1.933, -4.157, -1.436)
C (-2.114, -2.631, -1.273)
H (-0.106, -4.830, 0.470)
H (1.296, -4.243, -0.431)
H (0.746, -2.102, 0.375)
H (-0.815, -2.634, 0.967)
H (1.018, -1.715, -1.989)
H (-0.383, -1.514, -3.030)
H (1.144, -3.914, -2.839)
H (-0.461, -3.790, -3.570)
H (-0.320, -5.412, -1.788)
H (-2.285, -4.716, -0.572)
H (-2.425, -4.543, -2.326)
H (-2.782, -2.422, -0.441)
H (-2.553, -2.196, -2.169)

2.
Density functional theory data (wB97M-V/def2-TZVPD) for an isolated molecule of C14H13ClN2O3S in a non-equilibrium geometry.

Calculated values
Calculated total energy, eV: -47209.8556
Highest occupied orbital energy, eV: -9.291
Gap between HOMO and LUMO, Eh: 0.34296
M, g mol⁻¹: 324.79
SMILES: Cc1cccc(Oc2cc(Cl)nc(SCC(=O)O)n2)c1C
ΔE to the lowest compared entry with this formula, charge and spin, kJ/mol: 0.0

Element x y z (Å)
C (-1.338, 1.863, -2.599)
C (-0.364, 1.889, -1.482)
C (-0.416, 2.921, -0.553)
C (0.452, 2.970, 0.545)
C (1.385, 1.994, 0.747)
C (1.432, 0.911, -0.136)
O (2.308, -0.095, 0.151)
C (1.778, -1.220, 0.768)
C (2.589, -2.285, 0.975)
C (2.069, -3.404, 1.570)
Cl (3.192, -4.680, 2.022)
N (0.783, -3.495, 1.857)
C (0.016, -2.426, 1.626)
S (-1.729, -2.593, 1.804)
C (-2.467, -1.204, 0.803)
C (-2.559, 0.096, 1.577)
O (-3.685, 0.597, 1.687)
O (-1.424, 0.638, 2.082)
N (0.504, -1.292, 1.109)
C (0.574, 0.840, -1.274)
C (0.643, -0.371, -2.210)
H (-0.818, 2.047, -3.572)
H (-2.117, 2.611, -2.434)
H (-1.833, 0.890, -2.625)
H (-1.122, 3.730, -0.683)
H (0.400, 3.865, 1.189)
H (2.086, 2.037, 1.590)
H (3.641, -2.286, 0.681)
H (-3.429, -1.537, 0.447)
H (-1.895, -1.066, -0.097)
H (-0.691, 0.111, 1.770)
H (-0.036, -1.123, -1.921)
H (0.436, -0.087, -3.244)
H (1.633, -0.845, -2.173)

3.
Density functional theory data (wB97M-V/def2-TZVPD) for a structure of composition C3H3N2OS in a non-equilibrium geometry.

Calculated values
Calculated total energy, eV: -19007.1478
Highest occupied orbital energy (alpha / beta), eV: -15.588 / -15.731
Gap between HOMO and LUMO (alpha / beta), Eh: 0.25320 / 0.30303
M, g mol⁻¹: 115.14
ΔE to the lowest compared entry with this formula, charge and spin, kJ/mol: 753.2
Charge: +1

Element x y z (Å)
C (1.226, -0.628, -1.883)
C (-0.473, -0.048, -0.910)
C (-0.152, 0.366, 1.689)
N (1.148, -0.496, -0.647)
N (0.420, -0.403, -2.850)
O (-0.765, -0.146, -2.186)
S (-1.404, -0.197, 0.527)
H (0.032, 1.455, 1.643)
H (0.651, -0.207, 1.900)
H (-0.682, 0.306, 2.718)

4.
Density functional theory data (wB97M-V/def2-TZVPD) for a cluster of 14 separate species, C17H62N4O14 in total in a non-equilibrium geometry.

Calculated values
Calculated total energy, eV: -53253.5937
Highest occupied orbital energy, eV: -9.096
Gap between HOMO and LUMO, Eh: 0.31584
M, g mol⁻¹: 546.70
ΔE to the lowest compared entry with this formula, charge and spin, kJ/mol: 148.3

Element x y z (Å)
C (-1.849, -0.449, 2.587)
C (-1.159, -0.917, 3.862)
O (0.072, -0.291, 4.032)
H (-1.798, 0.586, 2.635)
H (-2.931, -0.745, 2.500)
H (-1.237, -0.813, 1.718)
H (-1.096, -2.020, 3.880)
H (-1.749, -0.721, 4.721)
H (0.535, -0.665, 4.779)
C (0.993, -3.555, 3.104)
C (1.848, -2.584, 2.305)
O (2.003, -3.066, 0.949)
H (0.074, -3.759, 2.622)
H (0.736, -3.104, 4.051)
H (1.501, -4.513, 3.150)
H (2.776, -2.403, 2.838)
H (1.320, -1.670, 2.252)
H (2.554, -2.390, 0.447)
C (-0.988, 0.558, -0.918)
C (0.367, 0.111, -0.278)
O (0.648, 0.914, 0.835)
H (-1.717, 0.667, -0.092)
H (-1.293, -0.268, -1.592)
H (-0.850, 1.527, -1.428)
H (1.171, 0.280, -1.035)
H (0.359, -0.897, 0.031)
H (1.585, 0.707, 1.204)
C (3.424, 1.721, -2.304)
O (2.556, 1.966, -3.324)
N (4.498, 1.023, -2.492)
N (3.227, 2.194, -1.104)
H (4.615, 0.655, -3.524)
H (5.173, 0.704, -1.802)
H (2.314, 2.510, -0.861)
H (3.877, 2.084, -0.335)
C (-4.585, 1.765, 0.286)
O (-4.352, 1.819, -1.087)
N (-5.503, 1.022, 0.875)
N (-3.744, 2.279, 1.161)
H (-6.293, 0.856, 0.215)
H (-5.614, 0.856, 1.923)
H (-2.945, 2.760, 0.824)
H (-3.628, 2.045, 2.178)
C (-4.343, -1.556, -0.946)
O (-4.346, -1.424, 0.454)
H (-5.313, -1.471, -1.519)
H (-3.971, -2.574, -1.172)
H (-3.671, -0.839, -1.492)
H (-4.568, -0.514, 0.695)
C (3.175, 0.533, 3.244)
O (3.081, 0.340, 1.826)
H (4.162, 0.889, 3.529)
H (2.946, -0.419, 3.784)
H (2.503, 1.253, 3.559)
H (3.808, -0.246, 1.656)
C (1.968, 3.831, 1.855)
O (2.817, 4.450, 2.734)
H (1.744, 2.841, 2.308)
H (2.373, 3.686, 0.888)
H (1.012, 4.385, 1.842)
H (2.489, 4.124, 3.563)
C (-1.499, -3.196, 0.150)
O (-2.371, -3.350, 1.153)
H (-1.870, -2.282, -0.389)
H (-1.386, -4.015, -0.560)
H (-0.540, -2.963, 0.575)
H (-2.771, -2.493, 1.346)
C (-0.976, 3.987, -0.063)
O (-1.029, 3.120, 1.021)
H (-0.949, 5.073, 0.327)
H (-1.758, 3.845, -0.809)
H (0.018, 3.842, -0.475)
H (-0.357, 2.427, 0.926)
C (-2.439, -2.630, -3.837)
O (-2.700, -3.823, -3.016)
H (-1.981, -2.893, -4.728)
H (-1.650, -2.154, -3.297)
H (-3.273, -1.962, -4.091)
H (-1.831, -4.187, -2.810)
C (0.885, -1.012, -3.562)
O (0.954, -2.050, -2.691)
H (1.878, -0.650, -3.754)
H (0.183, -0.208, -3.195)
H (0.550, -1.396, -4.545)
H (1.695, -1.894, -2.118)
C (4.166, -2.018, -1.094)
O (3.170, -1.054, -0.877)
H (4.647, -2.239, -0.172)
H (4.962, -1.813, -1.861)
H (3.633, -2.965, -1.342)
H (3.511, -0.188, -1.163)
C (-0.656, 2.767, -3.709)
O (0.469, 3.515, -3.117)
H (-0.268, 1.777, -3.821)
H (-0.924, 3.103, -4.730)
H (-1.537, 2.814, -3.077)
H (1.292, 3.087, -3.194)

5.
Density functional theory data (wB97M-V/def2-TZVPD) for a cluster of 2 separate species, C4H12NO2 in total in a non-equilibrium geometry.

Calculated values
Calculated total energy, eV: -9920.8867
Highest occupied orbital energy, eV: -14.975
Gap between HOMO and LUMO, Eh: 0.41902
M, g mol⁻¹: 106.14
ΔE to the lowest compared entry with this formula, charge and spin, kJ/mol: 129.6
Charge: +1

Element x y z (Å)
O (0.406, 2.097, -1.045)
C (-0.295, 1.934, -0.082)
C (-0.839, 0.546, 0.254)
N (-0.353, -0.387, -0.842)
C (-0.609, -1.850, -0.667)
C (-0.347, 0.092, 1.627)
H (-0.575, 2.718, 0.622)
H (-1.923, 0.493, 0.219)
H (0.685, -0.374, -0.943)
H (-0.808, -0.096, -1.706)
H (-0.116, -2.400, -1.440)
H (-0.249, -2.161, 0.308)
H (-1.663, -2.077, -0.652)
H (0.714, -0.111, 1.691)
H (-0.832, 0.680, 2.397)
H (-0.780, -0.902, 1.802)
H (2.027, 1.186, -0.751)
H (3.240, 0.321, -0.264)
O (2.318, 0.292, -0.527)

6.
Density functional theory data (wB97M-V/def2-TZVPD) for an isolated molecule of C5H6O.

Calculated values
Calculated total energy, eV: -7325.3881
Highest occupied orbital energy (alpha / beta), eV: -8.506 / -8.865
Gap between HOMO and LUMO (alpha / beta), Eh: 0.28876 / 0.30145
M, g mol⁻¹: 82.10
SMILES: O[C@H]1C=C=CC1
ΔE to the lowest compared entry with this formula, charge and spin, kJ/mol: 375.9

Element x y z (Å)
O (-1.392, -1.126, -0.251)
C (-0.417, -0.672, 0.648)
C (1.059, -0.937, 0.254)
C (1.391, 0.024, -0.619)
C (0.517, 1.051, -0.633)
C (-0.340, 0.922, 0.619)
H (-1.153, -0.753, -1.113)
H (-0.700, -1.096, 1.618)
H (1.735, -1.592, 0.800)
H (0.264, 1.688, -1.477)
H (0.158, 1.287, 1.524)
H (-1.327, 1.396, 0.550)

Repeat the third record exactly.
Density functional theory data (wB97M-V/def2-TZVPD) for a structure of composition C3H3N2OS in a non-equilibrium geometry.

Calculated values
Calculated total energy, eV: -19007.1478
Highest occupied orbital energy (alpha / beta), eV: -15.588 / -15.731
Gap between HOMO and LUMO (alpha / beta), Eh: 0.25320 / 0.30303
M, g mol⁻¹: 115.14
ΔE to the lowest compared entry with this formula, charge and spin, kJ/mol: 753.2
Charge: +1

Element x y z (Å)
C (1.226, -0.628, -1.883)
C (-0.473, -0.048, -0.910)
C (-0.152, 0.366, 1.689)
N (1.148, -0.496, -0.647)
N (0.420, -0.403, -2.850)
O (-0.765, -0.146, -2.186)
S (-1.404, -0.197, 0.527)
H (0.032, 1.455, 1.643)
H (0.651, -0.207, 1.900)
H (-0.682, 0.306, 2.718)

Which of these has the lowest calculated total energy?
C29H31N3NdOPS

Among the records above, which one has the lowest calculated total energy?
C29H31N3NdOPS